The following is a quantum chemistry calculation of a 10-piece molecular cluster, C64H54F3IN2O23P2 overall, from OMol25.

SMILES: CP(C)N[C@@]([C@H](F)OCCCCO)(N(C(=O)F)C(=O)F)P(O)I.O=C1C=CC(=O)C=C1.O=C1C=CC(=O)C=C1.O=C1C=CC(=O)C=C1.O=C1C=CC(=O)C=C1.O=C1C=CC(=O)C=C1.O=C1C=CC(=O)C=C1.O=C1C=CC(=O)C=C1.O=C1C=CC(=O)C=C1.O=C1C=CC(=O)C=C1
LUMO energy, eV: -1.81
HOMO level, eV: -8.5
Molecular weight, g mol⁻¹: 1465.0
Gap between HOMO and LUMO, eV: 6.653
E, eV: -152137.20876

Element x y z (Å)
C1 -3.994 0.382 1.752
P1 -2.929 -0.967 2.412
C2 -3.807 -1.557 3.916
N1 -3.106 -2.245 1.267
C3 -1.981 -3.126 1.033
C4 -1.099 -2.464 -0.067
F1 -0.039 -3.300 -0.323
O1 -0.654 -1.249 0.344
C5 -0.710 -0.205 -0.626
C6 0.294 -0.391 -1.753
C7 -0.078 0.430 -2.992
C8 -0.970 -0.317 -4.003
O2 -1.674 -1.437 -3.437
N2 -1.215 -3.492 2.283
C9 -0.610 -4.802 2.320
O3 0.385 -5.181 1.836
F2 -1.389 -5.610 3.066
C10 -0.246 -2.549 2.799
O4 0.778 -2.242 2.325
F3 -0.624 -2.125 4.008
P2 -2.555 -4.766 0.200
O5 -3.333 -4.121 -1.069
I1 -4.455 -5.385 1.630
H1 -4.946 0.500 2.278
H2 -3.421 1.298 1.898
H3 -4.174 0.244 0.685
H4 -4.738 -2.080 3.675
H5 -4.051 -0.678 4.517
H6 -3.111 -2.204 4.447
H7 -3.996 -2.736 1.252
H8 -1.667 -2.390 -0.996
H9 -1.733 -0.116 -1.019
H10 -0.499 0.706 -0.065
H11 1.282 -0.086 -1.398
H12 0.353 -1.453 -1.998
H13 0.841 0.727 -3.500
H14 -0.587 1.349 -2.677
H15 -0.346 -0.704 -4.808
H16 -1.686 0.367 -4.458
H17 -2.573 -1.156 -3.252
H18 -3.826 -3.308 -0.887
O6 -9.687 -2.888 6.589
C11 -9.135 -2.073 5.878
C12 -8.973 -0.669 6.315
C13 -8.306 0.210 5.577
C14 -7.708 -0.178 4.276
O7 -7.087 0.604 3.594
C15 -7.905 -1.575 3.822
C16 -8.567 -2.458 4.564
H19 -9.400 -0.418 7.278
H20 -8.147 1.233 5.891
H21 -7.474 -1.829 2.861
H22 -8.716 -3.487 4.261
O8 -2.042 1.628 -6.299
C17 -1.541 1.554 -7.400
C18 -2.352 1.249 -8.604
C19 -1.793 1.153 -9.805
C20 -0.337 1.360 -9.995
O9 0.169 1.301 -11.098
C21 0.477 1.661 -8.792
C22 -0.080 1.751 -7.588
H23 -3.416 1.128 -8.444
H24 -2.365 0.947 -10.701
H25 1.539 1.800 -8.958
H26 0.490 1.958 -6.691
O10 6.376 -1.647 3.564
C23 5.717 -1.055 2.733
C24 4.277 -1.353 2.535
C25 3.558 -0.697 1.628
C26 4.169 0.359 0.781
O11 3.512 0.961 -0.044
C27 5.612 0.656 0.976
C28 6.327 -0.002 1.883
H27 3.852 -2.125 3.163
H28 2.507 -0.899 1.467
H29 6.038 1.427 0.348
H30 7.378 0.194 2.043
O12 1.380 -0.568 -6.372
C29 1.814 -1.206 -7.308
C30 3.265 -1.235 -7.615
C31 3.735 -1.921 -8.652
C32 2.826 -2.689 -9.545
O13 3.255 -3.315 -10.488
C33 1.373 -2.659 -9.234
C34 0.905 -1.973 -8.195
H31 3.904 -0.669 -6.948
H32 4.787 -1.960 -8.900
H33 0.734 -3.227 -9.898
H34 -0.148 -1.936 -7.944
O14 -10.956 -3.350 10.495
C35 -11.970 -3.765 9.974
C36 -13.231 -3.898 10.749
C37 -14.344 -4.352 10.179
C38 -14.373 -4.743 8.746
O15 -15.390 -5.154 8.230
C39 -13.112 -4.610 7.974
C40 -11.997 -4.156 8.542
H35 -13.183 -3.606 11.790
H36 -15.276 -4.460 10.719
H37 -13.159 -4.901 6.933
H38 -11.067 -4.044 8.001
O16 12.697 3.974 3.209
C41 11.727 3.518 2.643
C42 10.515 3.115 3.404
C43 9.450 2.614 2.784
C44 9.431 2.439 1.310
O17 8.455 1.982 0.748
C45 10.640 2.840 0.552
C46 11.707 3.341 1.169
H39 10.556 3.254 4.477
H40 8.554 2.314 3.314
H41 10.600 2.703 -0.521
H42 12.598 3.644 0.635
O18 19.047 5.505 -1.034
C47 17.855 5.288 -1.018
C48 16.896 6.286 -0.478
C49 15.588 6.047 -0.461
C50 15.035 4.773 -0.981
O19 13.840 4.556 -0.965
C51 15.989 3.773 -1.519
C52 17.297 4.012 -1.536
H43 17.328 7.206 -0.105
H44 14.868 6.755 -0.072
H45 15.557 2.852 -1.890
H46 18.017 3.301 -1.923
O20 1.162 7.874 -11.107
C53 0.407 7.065 -10.615
C54 -0.256 7.324 -9.310
C55 -1.082 6.435 -8.768
C56 -1.378 5.147 -9.444
O21 -2.126 4.334 -8.943
C57 -0.719 4.887 -10.749
C58 0.110 5.776 -11.290
H47 -0.022 8.270 -8.838
H48 -1.576 6.596 -7.818
H49 -0.946 3.941 -11.225
H50 0.606 5.609 -12.238
O22 -5.750 -0.786 6.920
C59 -5.498 -1.432 7.918
C60 -4.119 -1.476 8.466
C61 -3.832 -2.181 9.557
C62 -4.881 -2.951 10.275
O23 -4.620 -3.590 11.270
C63 -6.262 -2.906 9.725
C64 -6.546 -2.203 8.632
H51 -3.374 -0.907 7.925
H52 -2.835 -2.231 9.976
H53 -7.010 -3.474 10.263
H54 -7.547 -2.165 8.221

Atom charges from the Löwdin analysis, given in e for atoms 1 to 99: number 1, C, carries -0.2582; number 2, P, carries 0.9030; number 3, C, carries -0.2664; number 4, N, carries -0.2210; number 5, C, carries -0.5655; number 6, C, carries -0.4126; number 7, F, carries 0.0449; number 8, O, carries -0.0951; number 9, C, carries -0.1729; number 10, C, carries -0.1585; number 11, C, carries -0.1563; number 12, C, carries -0.2263; number 13, O, carries -0.0812; number 14, N, carries 0.0821; number 15, C, carries -0.5524; number 16, O, carries 0.2174; number 17, F, carries 0.0748; number 18, C, carries -0.5061; number 19, O, carries 0.2091; number 20, F, carries 0.1078; number 21, P, carries 0.6415; number 22, O, carries -0.3829; number 23, I, carries 0.4804; number 24, H, carries 0.0104; number 25, H, carries 0.0257; number 26, H, carries 0.0298; number 27, H, carries 0.0242; number 28, H, carries 0.0341; number 29, H, carries 0.0198; number 30, H, carries -0.0201; number 31, H, carries 0.1312; number 32, H, carries 0.1209; number 33, H, carries 0.1353; number 34, H, carries 0.1058; number 35, H, carries 0.1130; number 36, H, carries 0.1073; number 37, H, carries 0.1114; number 38, H, carries 0.0868; number 39, H, carries 0.0896; number 40, H, carries 0.0797; number 41, H, carries 0.0537; number 42, O, carries 0.0834; number 43, C, carries -0.3841; number 44, C, carries 0.0019; number 45, C, carries 0.0175; number 46, C, carries -0.3851; number 47, O, carries 0.1025; number 48, C, carries 0.0219; number 49, C, carries 0.0307; number 50, H, carries 0.1276; number 51, H, carries 0.1284; number 52, H, carries 0.1208; number 53, H, carries 0.1233; number 54, O, carries 0.0993; number 55, C, carries -0.3742; number 56, C, carries 0.0160; number 57, C, carries 0.0108; number 58, C, carries -0.4061; number 59, O, carries 0.0910; number 60, C, carries 0.0096; number 61, C, carries 0.0154; number 62, H, carries 0.1261; number 63, H, carries 0.1240; number 64, H, carries 0.1258; number 65, H, carries 0.1239; number 66, O, carries 0.0981; number 67, C, carries -0.3838; number 68, C, carries 0.0264; number 69, C, carries 0.0277; number 70, C, carries -0.3737; number 71, O, carries 0.0952; number 72, C, carries 0.0221; number 73, C, carries 0.0148; number 74, H, carries 0.1211; number 75, H, carries 0.0986; number 76, H, carries 0.1073; number 77, H, carries 0.0978; number 78, O, carries 0.0805; number 79, C, carries -0.3809; number 80, C, carries 0.0245; number 81, C, carries 0.0265; number 82, C, carries -0.3812; number 83, O, carries 0.1142; number 84, C, carries 0.0292; number 85, C, carries 0.0224; number 86, H, carries 0.1234; number 87, H, carries 0.1232; number 88, H, carries 0.1243; number 89, H, carries 0.1249; number 90, O, carries 0.0991; number 91, C, carries -0.3820; number 92, C, carries 0.0181; number 93, C, carries 0.0187; number 94, C, carries -0.3881; number 95, O, carries 0.1038; number 96, C, carries 0.0239; number 97, C, carries 0.0229; number 98, H, carries 0.1205; number 99, H, carries 0.1209

The following is a quantum chemistry calculation of an isolated molecule of C5H12N2O2 in a non-equilibrium geometry, from OMol25.

SMILES: CC1(C)[C@H](O)NN[C@@H]1O
ΔE to the lowest compared entry with this formula, charge and spin, kJ/mol: 343.4
LUMO energy, eV: 0.79
HOMO level, eV: -9.1
Molecular weight, g mol⁻¹: 132.2
Gap between HOMO and LUMO, eV: 9.903
E, eV: -12452.42308

Element x y z (Å)
C1 -0.126 0.873 -1.689
C2 -0.018 0.326 -0.225
C3 -0.207 1.398 0.868
C4 -1.122 -0.831 -0.125
O1 -1.528 -1.153 1.185
N1 -0.452 -1.890 -0.994
N2 1.000 -1.836 -0.667
C5 1.341 -0.351 -0.080
O2 1.819 -0.591 1.189
H1 0.849 1.386 -1.898
H2 -1.031 1.468 -1.772
H3 -0.352 0.070 -2.366
H4 0.332 1.263 1.725
H5 -1.288 1.317 0.932
H6 -0.017 2.384 0.415
H7 -1.967 -0.515 -0.763
H8 -0.764 -1.459 1.750
H9 -0.613 -2.860 -0.543
H10 1.291 -1.863 -1.684
H11 2.063 0.140 -0.775
H12 1.796 -1.514 1.124

In elementary charge units, the Löwdin charges are: number 1, C, carries -0.0328; number 2, C, carries -0.4381; number 3, C, carries -0.0049; number 4, C, carries -0.3348; number 5, O, carries -0.0134; number 6, N, carries -0.0486; number 7, N, carries -0.0200; number 8, C, carries -0.3156; number 9, O, carries 0.0188; number 10, H, carries 0.0987; number 11, H, carries 0.0827; number 12, H, carries 0.0643; number 13, H, carries 0.0454; number 14, H, carries 0.0859; number 15, H, carries 0.0914; number 16, H, carries 0.1489; number 17, H, carries 0.1274; number 18, H, carries 0.1364; number 19, H, carries 0.1131; number 20, H, carries 0.1447; number 21, H, carries 0.0504

The following is a quantum chemistry calculation of an isolated molecule of C25H28N2O3, from OMol25.

SMILES: Cc1ccc(C(=O)/C=C/c2cn(C[C@@H](O)CN3CCOCC3)c3ccccc23)cc1
ΔE to the lowest compared entry with this formula, charge and spin, kJ/mol: 157.9
LUMO energy, eV: 0.31
HOMO level, eV: -7.8
Molecular weight, g mol⁻¹: 404.5
Gap between HOMO and LUMO, eV: 8.082
E, eV: -35501.64503

Element x y z (Å)
C1 -7.955 -2.802 0.915
C2 -7.134 -1.627 0.479
C3 -6.172 -1.074 1.315
C4 -5.419 0.014 0.913
C5 -5.620 0.579 -0.343
C6 -4.862 1.776 -0.804
O1 -5.422 2.670 -1.418
C7 -3.434 1.835 -0.502
C8 -2.667 0.762 -0.242
C9 -1.257 0.742 0.006
C10 -0.519 -0.424 0.049
N1 0.787 -0.167 0.299
C11 1.847 -1.131 0.308
C12 2.407 -1.387 -1.115
O2 2.445 -0.208 -1.868
C13 3.806 -2.026 -0.992
N2 4.721 -1.062 -0.393
C14 5.491 -1.574 0.729
C15 6.243 -0.407 1.373
O3 7.101 0.223 0.454
C16 6.380 0.687 -0.664
C17 5.632 -0.455 -1.353
C18 0.947 1.191 0.414
C19 2.097 1.929 0.672
C20 1.973 3.298 0.772
C21 0.731 3.918 0.631
C22 -0.412 3.191 0.377
C23 -0.319 1.806 0.251
C24 -6.604 0.045 -1.172
C25 -7.341 -1.050 -0.770
H1 -7.531 -3.270 1.800
H2 -8.017 -3.543 0.119
H3 -8.970 -2.481 1.150
H4 -6.011 -1.500 2.296
H5 -4.690 0.443 1.585
H6 -2.998 2.817 -0.608
H7 -3.129 -0.220 -0.249
H8 -0.863 -1.432 -0.088
H9 1.483 -2.071 0.730
H10 2.657 -0.749 0.933
H11 1.738 -2.057 -1.665
H12 3.001 0.426 -1.397
H13 3.731 -2.921 -0.370
H14 4.147 -2.332 -1.988
H15 4.815 -2.019 1.462
H16 6.220 -2.337 0.408
H17 6.873 -0.758 2.191
H18 5.514 0.321 1.763
H19 7.112 1.132 -1.339
H20 5.660 1.458 -0.350
H21 5.065 -0.068 -2.201
H22 6.367 -1.191 -1.725
H23 3.059 1.453 0.798
H24 2.847 3.901 0.969
H25 0.669 4.992 0.725
H26 -1.359 3.697 0.291
H27 -6.772 0.500 -2.137
H28 -8.093 -1.463 -1.427

In elementary charge units, the Löwdin charges are: number 1, C, carries -0.0530; number 2, C, carries -0.2795; number 3, C, carries -0.0390; number 4, C, carries -0.0371; number 5, C, carries -0.1683; number 6, C, carries -0.3769; number 7, O, carries 0.0784; number 8, C, carries -0.0052; number 9, C, carries -0.0292; number 10, C, carries -0.1482; number 11, C, carries 0.0116; number 12, N, carries -0.0455; number 13, C, carries -0.0791; number 14, C, carries -0.3354; number 15, O, carries -0.0056; number 16, C, carries -0.1349; number 17, N, carries -0.1804; number 18, C, carries -0.1654; number 19, C, carries -0.1950; number 20, O, carries -0.1268; number 21, C, carries -0.1904; number 22, C, carries -0.1613; number 23, C, carries -0.1651; number 24, C, carries -0.0208; number 25, C, carries -0.0882; number 26, C, carries -0.0902; number 27, C, carries -0.0141; number 28, C, carries -0.0948; number 29, C, carries -0.0088; number 30, C, carries -0.0379; number 31, H, carries 0.0732; number 32, H, carries 0.0792; number 33, H, carries 0.0846; number 34, H, carries 0.1091; number 35, H, carries 0.1171; number 36, H, carries 0.1009; number 37, H, carries 0.1177; number 38, H, carries 0.1384; number 39, H, carries 0.1362; number 40, H, carries 0.1163; number 41, H, carries 0.1492; number 42, H, carries 0.0766; number 43, H, carries 0.1246; number 44, H, carries 0.1294; number 45, H, carries 0.1224; number 46, H, carries 0.1324; number 47, H, carries 0.1268; number 48, H, carries 0.1227; number 49, H, carries 0.1280; number 50, H, carries 0.1224; number 51, H, carries 0.1235; number 52, H, carries 0.1329; number 53, H, carries 0.0919; number 54, H, carries 0.1004; number 55, H, carries 0.1002; number 56, H, carries 0.0978; number 57, H, carries 0.1190; number 58, H, carries 0.1130

The following is a quantum chemistry calculation of C4H8N2O2 as an isolated structure in a non-equilibrium geometry, from OMol25.

ΔE to the lowest compared entry with this formula, charge and spin, kJ/mol: 1092.4
LUMO energy, eV: -2.96
HOMO level, eV: -8.0
Molecular weight, g mol⁻¹: 116.1
Gap between HOMO and LUMO, eV: 5.039
E, eV: -11342.79114

Element x y z (Å)
O1 0.239 1.706 1.373
C1 -0.647 1.149 0.757
N1 -1.609 0.231 1.134
C2 -0.732 -0.729 1.538
O2 0.908 -2.541 0.589
C3 -0.943 1.457 -0.692
N2 -0.135 1.087 -1.757
C4 0.945 0.184 -1.357
H1 -0.505 -0.928 2.581
H2 -0.266 -1.444 0.853
H3 -1.435 2.408 -0.910
H4 -1.438 0.564 -1.283
H5 1.792 -2.894 0.715
H6 0.722 -0.817 -0.904
H7 1.653 -0.072 -2.142
H8 1.452 0.640 -0.495

In elementary charge units, the Löwdin charges are: number 1, O, carries 0.1141; number 2, C, carries -0.5832; number 3, N, carries 0.1001; number 4, C, carries 0.1566; number 5, O, carries -0.4336; number 6, C, carries -0.1050; number 7, N, carries 0.1255; number 8, C, carries -0.0629; number 9, H, carries 0.1097; number 10, H, carries -0.0126; number 11, H, carries 0.1577; number 12, H, carries 0.2303; number 13, H, carries -0.0930; number 14, H, carries 0.0945; number 15, H, carries 0.0952; number 16, H, carries 0.1067

Which formula does entry 3 have?
C25H28N2O3

The highest HOMO level belongs to which entry?
C25H28N2O3

Which of these has the lowest HOMO level?
C5H12N2O2

Which formula does entry 4 have?
C4H8N2O2